# 1
C34H85N17O10 | ωB97M-V/def2-TZVPD

```
146
Properties=species:S:1:pos:R:3:forces:R:3:lowdin_charge:R:1
C -4.04669 -3.16147 -3.42837 -0.8 0.9 0.5 -0.023
C -5.40800 -3.35852 -2.65839 -1.4 -0.6 -1.2 -0.441
C -5.58588 -4.86204 -2.22059 0.5 0.7 0.9 -0.136
C -6.60686 -5.13184 -1.07619 1.2 0.2 -1.4 -0.176
C -6.29728 -4.15627 0.04495 -0.5 -0.2 -0.5 -0.153
C -6.40108 -2.65903 -0.33866 0.7 0.6 0.6 -0.441
N -5.41402 -2.44939 -1.48601 -1.0 -4.8 1.4 -0.162
O -5.11871 -1.19808 -1.83811 0.2 2.6 -0.2 -0.005
C -7.83028 -2.06231 -0.55389 1.3 -0.8 -0.2 -0.012
C -5.79627 -1.95378 0.91458 -0.1 0.5 -0.5 -0.054
C -6.61922 -3.06256 -3.65093 0.9 -0.1 0.5 -0.028
H -3.72719 -3.92459 -4.13806 -0.5 -0.3 0.2 0.084
H -3.22387 -2.96984 -2.73964 0.0 -0.3 0.2 0.065
H -4.15715 -2.22130 -3.96873 0.1 0.0 -0.3 0.071
H -5.81905 -5.53347 -3.04698 0.1 0.4 -0.4 0.111
H -4.58887 -5.12342 -1.86599 0.1 -0.4 0.2 0.108
H -6.46967 -6.16936 -0.77149 0.1 0.0 0.3 0.105
H -7.59224 -5.12354 -1.54210 -0.4 0.5 0.5 0.105
H -5.25336 -4.26067 0.34064 0.2 -0.3 -0.2 0.114
H -6.85091 -4.46072 0.93316 -0.4 0.7 0.1 0.117
H -7.70476 -0.98354 -0.64664 -0.2 0.0 -0.2 0.078
H -8.25409 -2.49788 -1.45875 -0.3 0.3 0.2 0.055
H -8.45470 -2.27677 0.31340 0.0 0.0 -0.1 0.082
H -4.74579 -2.20633 1.05885 0.1 -0.1 -0.1 0.076
H -5.87367 -0.86966 0.83228 0.1 0.1 -0.1 0.072
H -6.31515 -2.21150 1.83786 -0.2 -0.2 -0.1 0.084
H -6.54589 -3.74718 -4.49592 -0.1 0.0 -0.1 0.075
H -6.61659 -2.04586 -4.04390 0.1 0.1 0.1 0.075
H -7.56936 -3.22786 -3.14298 0.1 -0.1 -0.1 0.050
H -4.26387 -1.09329 -1.41401 0.3 0.7 -0.2 0.096
C 6.99364 1.58280 0.60131 -0.7 -0.9 -0.2 -0.016
C 6.95332 0.12006 1.26086 0.1 1.0 -0.2 -0.461
C 5.70765 0.00478 2.17976 1.1 1.1 -1.0 -0.161
C 4.49664 -0.10680 1.35055 -1.3 -1.1 -1.5 -0.216
C 4.45721 -1.43347 0.57040 -0.1 1.0 0.0 -0.125
C 5.66071 -1.50137 -0.44084 0.6 -0.9 0.4 -0.389
N 6.89279 -1.06523 0.36600 -1.4 -0.2 0.3 -0.112
O 8.04651 -1.12547 -0.41466 0.4 -0.1 -0.4 -0.022
C 5.83444 -3.01927 -0.87536 -0.3 -0.2 0.5 -0.037
C 5.43870 -0.65929 -1.74258 0.9 0.5 0.3 -0.022
C 8.19462 -0.01652 2.18394 -0.3 -0.7 -0.6 -0.043
H 6.80567 2.28368 1.41466 0.4 0.2 0.0 0.074
H 6.21313 1.78504 -0.13217 -0.6 -0.4 0.2 0.046
H 7.85016 1.85363 -0.01604 0.6 -0.4 0.7 0.077
H 5.83465 -0.86147 2.82906 -0.1 0.1 0.3 0.119
H 5.57564 0.95036 2.70564 0.5 -0.2 0.7 0.119
H 4.42873 0.58203 0.50852 0.0 1.0 0.7 0.104
H 3.63224 -0.00842 2.00723 -0.4 0.0 -0.3 0.099
H 3.52737 -1.46778 0.00267 0.0 -0.2 -0.1 0.097
H 4.35260 -2.17825 1.35936 0.7 -0.9 -0.6 0.089
H 4.96137 -3.46412 -1.35279 -0.5 0.9 -0.6 0.057
H 6.66596 -3.28015 -1.53004 0.2 0.6 0.1 0.074
H 5.82752 -3.74434 -0.06152 0.7 0.5 0.8 0.071
H 5.34318 0.40693 -1.53731 -1.3 0.0 0.3 0.057
H 6.31674 -0.49771 -2.36791 0.8 -1.1 0.3 0.076
H 4.73669 -1.08421 -2.46003 -0.6 0.2 0.5 0.084
H 8.11635 -1.04103 2.54773 0.2 0.0 0.5 0.079
H 8.19120 0.69247 3.01184 -0.3 0.0 0.0 0.084
H 9.16603 0.06316 1.69597 -0.2 0.2 -0.3 0.076
H 8.48082 -1.87708 -0.00470 0.4 -0.1 -0.3 0.103
C 1.46590 0.25179 -2.16006 0.2 -0.5 0.2 -0.018
C -0.05625 0.48216 -2.03697 0.5 1.1 -0.9 -0.431
C -0.72004 -0.87690 -1.89152 -0.8 -1.2 1.7 -0.123
C -0.95153 -1.41159 -0.44191 0.5 2.5 -0.5 -0.161
C -1.41269 -0.28349 0.52904 0.7 -2.0 -0.6 -0.126
C -0.52638 0.99895 0.50658 -1.8 -1.3 -0.8 -0.469
N -0.41995 1.38156 -0.90253 -1.7 -0.5 -0.8 -0.109
O -0.02800 2.70286 -1.08930 -0.4 0.4 -0.1 -0.065
C -1.40581 2.04525 1.31860 2.5 -0.6 -1.2 -0.007
C 0.85609 0.70078 1.08160 -0.9 0.0 1.1 -0.017
C -0.60920 1.17830 -3.36695 0.1 0.1 0.4 -0.014
H 2.12567 1.11944 -2.16114 -0.3 0.4 -0.1 0.076
H 1.69064 -0.34895 -3.04136 -0.1 0.1 -0.2 0.088
H 1.80954 -0.37285 -1.33554 0.0 0.0 0.2 0.053
H -1.70919 -0.84474 -2.34830 0.1 -0.2 -0.5 0.103
H -0.08546 -1.71260 -2.18650 -0.2 0.5 -1.6 0.090
H 0.02381 -1.73039 -0.07425 0.0 -0.5 0.2 0.070
H -1.64679 -2.25098 -0.45324 0.1 0.0 0.0 0.108
H -1.30227 -0.89552 1.42421 -0.3 1.0 1.0 0.107
H -2.47269 -0.08073 0.37617 0.0 0.3 0.0 0.105
H -2.46063 2.08564 1.04690 0.2 -0.4 0.1 0.067
H -1.19693 1.73569 2.34263 -0.6 0.6 0.2 0.072
H -0.93911 2.98475 1.02257 -0.3 0.4 0.8 0.064
H 1.25859 -0.24474 0.71817 0.2 0.3 -0.4 0.062
H 1.51930 1.55712 0.95938 0.2 -0.2 0.0 0.088
H 0.68828 0.49419 2.13860 0.3 0.3 0.4 0.071
H -0.23710 2.19176 -3.51709 0.0 0.1 0.5 0.050
H -1.69862 1.21383 -3.36623 -0.1 0.1 0.5 0.068
H -0.39515 0.74613 -4.34445 0.5 -0.9 0.4 0.081
H 0.92133 2.79638 -0.98150 0.8 -0.1 0.0 0.028
C 2.67934 4.72423 -0.58424 0.4 3.6 2.4 -0.839
O 2.45873 3.71097 -1.08769 -1.7 -6.9 -3.1 0.071
N 1.85124 5.44212 0.12563 -3.7 1.6 2.1 0.196
N 3.83160 5.29627 -0.62419 5.3 1.9 -0.7 0.186
H 2.06843 6.37925 0.43341 -0.2 -0.4 -0.1 0.118
H 0.94554 5.06547 0.36633 0.1 0.2 -0.2 0.121
H 4.02836 6.10962 -0.05864 0.2 -0.4 -0.3 0.118
H 4.60094 4.78412 -1.03153 -0.1 0.3 0.1 0.128
C 1.77925 -4.15582 -2.64972 0.5 -0.1 1.1 -0.827
O 1.21085 -3.45439 -3.40288 -2.1 2.3 -3.0 0.088
N 2.42686 -5.25753 -2.90702 2.1 -4.9 -3.9 0.142
N 1.87734 -4.00943 -1.37242 -0.1 1.7 5.5 0.180
H 3.17902 -5.67960 -2.38145 -0.4 0.4 0.0 0.109
H 2.20775 -5.70999 -3.78302 0.4 0.2 0.0 0.115
H 2.22822 -4.81236 -0.87014 -0.4 0.7 0.5 0.111
H 1.44682 -3.25309 -0.85988 0.2 -0.2 0.0 0.083
C 1.07663 5.12469 -4.58438 -0.2 1.6 -3.6 -0.836
O 1.50862 5.50754 -5.63542 0.9 1.2 -3.2 0.032
N -0.20314 5.20387 -4.31654 -3.7 -0.1 1.8 0.174
N 1.85959 4.62311 -3.72298 2.2 -2.3 5.0 0.198
H -0.52996 4.91227 -3.40645 -0.3 0.1 -0.2 0.093
H -0.85736 5.66824 -4.93009 0.6 -0.2 0.1 0.118
H 2.85749 4.56183 -3.86634 -0.5 0.1 -0.1 0.134
H 1.45746 4.46702 -2.80973 0.8 -0.5 0.0 0.078
C -3.66362 2.75500 4.56986 0.0 -4.9 -1.3 -0.875
O -3.51559 1.67669 5.08139 -0.2 -2.7 1.6 0.031
N -4.04503 2.89468 3.33591 -2.1 -0.3 -4.3 0.167
N -3.30012 3.83433 5.04512 2.4 7.9 4.3 0.192
H -4.44896 2.06180 2.93188 -0.1 0.5 -0.3 0.119
H -4.31136 3.82358 3.04212 -0.2 -0.6 -0.7 0.103
H -2.88823 3.87951 5.96621 0.2 -0.1 -0.3 0.117
H -3.21311 4.61714 4.41287 0.2 0.1 0.7 0.127
C 1.66284 -2.97031 2.93423 -1.4 -0.5 -5.1 -0.733
O 1.68676 -3.33455 1.73482 -0.1 -0.3 1.9 0.000
N 2.61946 -2.46599 3.60563 6.1 2.0 2.6 0.171
N 0.60831 -2.78778 3.68863 -4.8 -0.7 1.0 0.158
H 3.58843 -2.43349 3.32254 -0.4 0.0 -0.1 0.114
H 2.33545 -1.98886 4.44930 1.2 -0.1 -0.3 0.108
H 0.72068 -2.34475 4.58930 -0.8 -0.5 -0.3 0.100
H -0.30031 -3.10914 3.38658 0.2 0.2 0.2 0.126
C -3.58379 4.64746 -0.58447 2.1 0.9 1.4 -0.841
O -3.32908 4.94245 0.54228 0.5 -0.2 4.4 0.038
N -2.90416 3.81298 -1.30284 1.6 -3.2 -2.2 0.200
N -4.36358 5.38956 -1.26952 -4.2 2.7 -3.5 0.165
H -2.19721 3.21917 -0.89331 0.0 0.0 -0.4 0.073
H -3.16701 3.75243 -2.27616 0.6 -0.7 0.3 0.111
H -4.84370 6.15968 -0.82623 0.1 -0.3 -0.4 0.128
H -4.40474 5.19687 -2.26012 -0.7 0.7 0.2 0.110
C -0.07184 1.87399 6.74512 -3.9 3.3 -1.2 -0.731
O -0.77568 2.89846 6.85348 1.1 -1.1 -0.3 0.006
N -0.05250 1.04650 5.70364 -0.1 -0.8 -2.6 0.163
N 0.66854 1.37694 7.67054 2.6 -1.1 3.4 0.158
H -0.43890 1.30951 4.80831 0.0 -0.2 0.3 0.106
H 0.53890 0.23466 5.80977 -0.5 0.2 -0.9 0.083
H 0.58371 1.71314 8.61916 0.4 -0.3 -0.2 0.132
H 1.17862 0.56665 7.34907 0.3 0.3 1.5 0.103
```
Positions in Å, forces in eV/Å.

Properties
* total energy: -82440.084 eV
* Kohn-Sham gap: 7.43 eV
* strongest force on any atom: 9.29 eV Å⁻¹
* LUMO level: -0.0152 hartree
* ΔE to the lowest compared entry with this formula, charge and spin: 7.9746 eV

=====

# 2
C34H85O20P3S2 | ωB97M-V/def2-TZVPD

```
144
Properties=species:S:1:pos:R:3:forces:R:3:lowdin_charge:R:1
C -31.39250 -0.29754 1.37677 0.2 -0.6 -0.8 -0.061
C -31.33482 0.71622 0.23372 1.1 1.1 0.9 -0.237
O -30.14923 0.35768 -0.57362 -0.4 0.8 -0.9 -0.214
P -29.59587 1.51730 -1.55197 -0.4 1.3 1.1 0.421
O -29.31258 2.78968 -0.80659 -0.6 -1.5 -1.1 -0.255
O -30.68379 1.59463 -2.73322 0.4 -0.7 1.3 -0.196
C -30.57330 2.71813 -3.62956 0.3 -0.8 -0.1 -0.253
C -31.70778 2.54094 -4.59886 0.1 0.4 0.0 -0.062
O -28.38767 0.92756 -2.33019 0.5 -1.2 -0.3 -0.187
C -27.07857 1.55331 -2.41388 -0.2 0.6 -0.6 -0.217
C -26.91326 2.25820 -3.75429 0.3 -1.7 0.5 -0.042
H -30.38998 -0.37743 1.87394 -1.0 0.3 -0.3 0.093
H -32.19992 -0.05367 2.07030 0.3 0.1 0.1 0.073
H -31.62197 -1.29209 0.95256 0.1 0.3 0.3 0.066
H -32.20315 0.84912 -0.40594 -0.2 -0.8 -0.1 0.114
H -31.19448 1.74604 0.65203 0.3 -0.8 -0.3 0.117
H -30.62731 3.55788 -2.94928 0.0 0.7 -0.5 0.111
H -29.61659 2.66649 -4.17687 -0.2 0.2 0.5 0.107
H -32.53269 2.15790 -4.03436 -0.7 -0.3 0.2 0.070
H -32.01058 3.51263 -4.96359 0.0 0.2 -0.5 0.077
H -31.46671 1.84029 -5.40760 0.0 0.3 0.2 0.089
H -27.07717 2.22755 -1.59118 0.7 0.7 0.6 0.057
H -26.28750 0.81714 -2.31752 -0.3 -0.4 0.3 0.118
H -25.94295 2.71200 -3.74891 0.5 0.3 -0.1 0.059
H -26.95145 1.50291 -4.55547 -0.1 0.4 0.1 0.095
H -27.64501 3.00594 -3.88532 -0.8 0.9 -0.2 0.045
C -22.86726 -4.28125 -1.64039 0.3 0.3 0.6 -0.070
C -23.52681 -3.41902 -0.53685 0.8 -0.1 0.4 -0.168
O -22.43818 -2.90938 0.36313 -0.8 -1.0 -0.9 -0.221
P -21.69722 -1.52923 0.19392 0.7 0.4 0.5 0.281
O -22.01610 -0.64281 -0.89725 -1.1 0.4 -1.7 -0.209
O -21.94986 -0.79054 1.55154 -0.5 -0.7 1.5 -0.180
C -21.98614 -1.53708 2.83422 0.7 -0.5 -0.7 -0.238
C -22.69172 -0.68172 3.87544 -0.9 -0.9 -0.2 -0.070
O -20.15671 -1.87119 0.21856 0.2 -0.2 0.0 -0.195
C -19.56381 -2.85731 -0.66192 -0.3 -0.7 1.8 -0.219
C -18.90550 -3.87660 0.33330 -0.8 1.0 -1.4 -0.060
H -22.23809 -3.64622 -2.25395 0.3 0.2 0.0 0.061
H -22.24583 -5.08056 -1.17749 -0.4 0.6 -0.2 0.092
H -23.52638 -4.75496 -2.36107 -0.6 0.0 0.3 0.073
H -24.06791 -2.51301 -0.86382 0.2 -0.7 -0.2 0.106
H -24.14847 -4.05415 0.11860 0.2 0.5 -0.3 0.122
H -22.43121 -2.58034 2.69546 0.4 1.6 0.1 0.131
H -20.91148 -1.66065 3.05584 -0.5 -0.1 0.3 0.117
H -23.78721 -0.60090 3.61373 1.2 0.1 0.4 0.069
H -22.60855 -1.20252 4.86345 0.0 0.6 -0.7 0.092
H -22.23546 0.30921 3.89396 -0.1 -0.1 0.2 0.078
H -20.36107 -3.36911 -1.23967 0.6 0.4 0.1 0.089
H -18.82684 -2.37782 -1.32818 -0.4 -0.1 0.4 0.125
H -18.24718 -3.35233 1.03362 0.0 -0.2 -0.3 0.077
H -19.68722 -4.41714 0.88893 0.3 0.1 -0.3 0.078
H -18.38012 -4.50668 -0.36711 0.6 -0.8 0.4 0.062
C -23.07032 2.45807 -2.41521 0.2 1.3 -0.5 -0.057
C -23.44385 3.63911 -1.51375 -0.4 0.0 -1.7 -0.183
O -24.84547 3.98379 -1.89182 1.2 0.3 0.2 -0.206
P -25.29648 5.48439 -1.79353 -1.4 0.0 -0.5 0.416
O -24.97313 6.27329 -0.59419 0.1 -0.3 -0.2 -0.232
O -24.66393 6.12646 -3.12176 -0.1 -0.1 0.4 -0.193
C -24.51092 7.56544 -3.17054 -2.0 0.2 0.5 -0.251
C -25.49657 8.16765 -4.21711 1.2 0.0 0.0 -0.069
O -26.87151 5.30291 -2.08882 1.5 0.3 -0.4 -0.191
C -27.91093 5.59882 -1.10902 2.6 -1.2 1.4 -0.264
C -28.83936 6.55712 -1.71612 -1.5 1.4 0.3 -0.076
H -23.08453 2.76995 -3.47476 0.3 0.0 0.4 0.086
H -22.12226 1.99950 -2.16058 0.2 0.1 0.1 0.071
H -23.81663 1.70755 -2.33858 -0.7 -0.8 0.3 0.049
H -23.51990 3.33114 -0.50703 0.1 -0.2 1.2 0.091
H -22.76502 4.51888 -1.63303 -0.6 -0.6 0.1 0.131
H -24.71288 7.96736 -2.13578 0.5 -0.3 -1.1 0.117
H -23.53041 7.78256 -3.50293 1.2 -0.1 0.1 0.092
H -26.22856 8.75749 -3.67302 -0.5 -0.2 -0.3 0.052
H -24.88001 8.90543 -4.82737 -1.1 -1.1 0.3 0.085
H -25.94351 7.31329 -4.80611 0.4 1.3 0.4 0.095
H -28.33892 4.63234 -0.90020 -0.5 -0.1 -0.1 0.074
H -27.34333 5.83814 -0.14440 -1.2 0.5 -1.2 0.122
H -29.35417 6.12950 -2.62008 1.1 0.7 0.4 0.094
H -29.68881 6.64931 -1.02560 0.1 0.2 0.1 0.066
H -28.39991 7.60370 -1.78808 -0.6 -1.4 -0.5 0.103
C -27.95781 2.41369 2.43160 2.4 0.5 0.4 -0.211
S -26.98382 1.55240 1.18737 1.0 0.6 -0.1 0.855
O -26.01092 2.60732 0.71977 -0.3 -0.7 -0.3 -0.545
C -25.99399 0.52027 2.32765 -0.9 1.2 0.8 -0.229
H -28.34298 1.66558 3.04748 -1.0 -1.1 1.2 0.023
H -28.69689 2.97443 1.94125 -1.0 0.7 -0.7 0.026
H -27.29309 3.10161 3.02895 -0.5 -0.7 -0.7 0.081
H -25.48046 1.28093 2.90688 0.6 0.0 -0.1 0.037
H -25.35622 -0.22936 1.91776 0.5 -0.1 -0.9 0.034
H -26.63229 0.04445 3.04488 -0.7 -0.5 0.3 0.045
C -29.96841 -3.01970 -1.23161 0.8 -1.0 -0.8 -0.246
S -28.34222 -3.27424 -0.46290 -0.1 0.3 0.9 0.805
O -27.91729 -4.71003 -0.61016 -0.4 0.9 -0.4 -0.566
C -27.48146 -2.27492 -1.68401 -1.3 -1.1 -1.4 -0.253
H -30.72851 -3.10252 -0.49565 -0.7 -0.6 0.7 0.020
H -30.01523 -3.80948 -2.01421 -0.3 0.6 0.4 0.076
H -30.05280 -2.02060 -1.62005 0.2 0.3 -0.3 0.024
H -28.06273 -1.42645 -2.02098 -0.1 0.4 0.6 0.021
H -27.53151 -2.94522 -2.56880 0.9 0.3 0.4 0.076
H -26.53041 -1.96771 -1.32615 0.9 -0.1 0.0 0.022
C -32.53729 1.50566 6.31526 0.4 1.9 0.2 -0.048
O -31.88051 2.83539 6.34175 -0.2 -1.6 -1.3 -0.195
C -31.62271 3.33817 7.59252 1.0 -0.9 2.1 -0.268
C -30.53314 4.37914 7.74030 0.4 0.3 -2.9 -0.186
O -29.15513 4.01616 7.69170 -0.9 -0.5 -0.5 -0.112
C -28.72125 3.69791 6.37284 -0.6 0.7 -1.5 -0.187
C -27.22180 3.53234 6.33890 -0.8 1.0 0.6 -0.238
O -26.86835 2.25751 6.72072 0.6 -2.1 0.9 -0.189
C -26.67451 1.97377 8.13281 -0.2 1.4 -0.5 -0.069
H -33.55998 1.60898 6.72606 0.4 -0.1 -0.2 0.084
H -31.97663 0.77693 6.95039 -0.2 0.4 -0.8 0.094
H -32.59549 1.30998 5.22833 0.1 -0.4 0.8 0.085
H -31.39387 2.51102 8.29933 -0.3 0.3 -0.1 0.135
H -32.44653 3.91635 7.95270 -1.3 0.1 0.5 0.113
H -30.67760 4.92675 8.62778 -0.2 0.4 1.3 0.109
H -30.80264 5.09629 6.90954 0.7 -0.3 0.5 0.128
H -29.09499 4.47578 5.64533 0.6 -0.2 0.7 0.126
H -29.13457 2.78069 5.90022 -0.1 0.1 0.9 0.132
H -26.74803 4.25619 6.99306 0.1 0.4 0.3 0.122
H -26.85561 3.75781 5.34655 0.2 -0.3 -0.4 0.109
H -27.51935 1.43881 8.65660 0.6 0.8 -0.8 0.100
H -26.38844 2.93692 8.61805 -0.7 -0.6 0.1 0.094
H -25.78078 1.38885 8.19312 0.4 -0.8 0.0 0.063
C -29.85263 7.10539 4.54914 0.9 2.1 0.5 -0.144
O -30.01910 6.26648 3.46718 -0.7 -1.3 1.0 -0.171
C -29.62592 6.78039 2.26559 -1.4 -0.2 -2.7 -0.247
C -28.18463 7.17048 2.21923 0.5 0.8 0.1 -0.231
O -27.29696 6.06933 2.26374 -0.3 0.2 0.4 -0.132
C -25.95425 6.51552 2.16323 1.2 1.0 -0.2 -0.193
C -24.95198 5.35630 2.09581 -0.7 0.3 0.4 -0.192
O -24.76888 4.79448 3.40398 -1.5 1.0 -0.8 -0.185
C -23.86553 3.78217 3.34788 2.3 -1.3 1.1 -0.181
H -29.96073 8.19600 4.26481 0.0 -0.9 0.1 0.107
H -28.84730 7.04266 5.02760 -0.5 -0.2 -0.3 0.102
H -30.60906 6.93563 5.29064 -0.4 -0.5 0.3 0.069
H -30.30289 7.66080 2.00286 1.0 -0.5 0.3 0.144
H -29.92196 6.00735 1.47346 0.8 0.8 1.0 0.145
H -28.03107 7.86759 3.06441 0.3 -0.3 0.0 0.118
H -27.98945 7.81349 1.35156 0.0 -0.3 -0.3 0.125
H -25.64197 7.17542 3.03967 -0.6 -0.6 -0.8 0.146
H -25.87695 7.12104 1.21204 0.2 -0.6 1.0 0.110
H -23.96171 5.66588 1.74109 -0.3 0.4 -0.2 0.125
H -25.32971 4.58445 1.43021 0.0 -0.1 -0.1 0.082
H -22.81848 4.15256 3.17508 -0.5 0.0 0.2 0.096
H -23.98200 3.01081 2.56338 -0.6 0.3 0.2 0.075
H -23.87675 3.33557 4.36702 0.2 -0.2 -0.7 0.098
```
Positions in Å, forces in eV/Å.

Properties
* total energy: -127124.874 eV
* Kohn-Sham gap: 9.09 eV
* strongest force on any atom: 3.14 eV Å⁻¹
* LUMO level: 0.0181 hartree

=====

Question: What is the formula in the first record?
Answer: C34H85N17O10

=====

Question: Which of these has the lowest LUMO level?
Answer: C34H85N17O10

=====

Question: Number 2 is which compound?
Answer: C34H85O20P3S2

=====

Question: Which of these has the lowest LUMO level?
Answer: C34H85N17O10